A 2-piece molecular cluster, C4H10N2 overall in a non-equilibrium geometry. Source: OMol25; level of theory: the ωB97M-V functional and the def2-TZVPD basis.

Structure (XYZ):
```
16
Properties=species:S:1:pos:R:3:mulliken_charge:R:1
C 1.923 0.004 0.018 -1.2678
C 0.768 0.808 0.306 0.2978
N -0.194 1.098 -0.460 -0.4422
C -0.284 0.536 -1.854 -0.6692
H 2.435 0.501 -0.853 0.3198
H 1.759 -1.069 -0.136 0.3323
H 2.542 -0.220 0.927 0.3107
H 0.608 1.432 1.241 0.4165
H 0.772 0.127 -2.211 0.1909
H -0.969 -0.286 -2.102 0.2212
H -0.682 1.284 -2.577 0.2789
C -1.792 -0.554 1.770 -0.2406
N -1.018 -1.245 1.088 -0.3939
H -2.895 -0.570 1.847 0.2304
H -1.369 -0.026 2.626 0.2181
H -1.605 -1.821 0.368 0.1973
```

Output
orbital gap	10.091	eV
energy relative to the best compared isomer or geometry (same formula, charge and spin)	3.103	eV
E_tot	-267.81130	Eh
lowest unoccupied orbital energy	1.10	eV
SMILES	C/C=N\C.C=N
charge	0